(1)
# C49H29Cl7N5OPbS2

A structure of composition C49H29Cl7N5OPbS2 (the ωB97M-V functional and the def2-TZVPD basis, the OMol25 dataset).

As for the multiplicity: 1. The calculation puts the HOMO-LUMO gap at 5.48 eV. As for the energy above the lowest of the compared OMol25 structures with the same formula, charge and spin: 0.000 eV. The charge is -1. Its HOMO energy is -4.314 eV.

```
94
C49H29Cl7N5OPbS2 | the OMol25 dataset | the ωB97M-V functional and the def2-TZVPD basis
Pb -0.312 0.564 -0.855
Cl -4.401 4.696 6.961
C -3.573 3.855 5.678
C -4.221 3.649 4.472
C -3.557 2.973 3.460
C -2.254 2.517 3.638
C -1.628 2.738 4.860
C -2.282 3.403 5.886
C -1.565 1.781 2.538
C -0.439 2.386 1.993
C 0.134 3.629 2.419
C 1.330 3.761 1.778
C 1.475 2.601 0.950
C 2.661 2.288 0.175
C 3.712 3.344 0.145
C 3.514 4.482 -0.639
C 4.469 5.485 -0.691
C 5.630 5.348 0.052
Cl 6.840 6.607 -0.008
C 5.852 4.235 0.842
C 4.886 3.240 0.884
C 2.888 1.105 -0.457
N 1.997 0.052 -0.592
C 2.658 -0.975 -1.186
C 2.182 -2.242 -1.467
C 3.086 -3.216 -2.139
C 2.841 -3.614 -3.453
C 3.657 -4.534 -4.093
C 4.741 -5.059 -3.411
Cl 5.776 -6.217 -4.208
C 5.019 -4.681 -2.110
C 4.185 -3.766 -1.483
C 0.851 -2.681 -1.193
C 0.394 -4.070 -1.397
C -0.909 -4.100 -1.103
C -1.302 -2.737 -0.702
N -0.137 -1.933 -0.762
C -2.439 -2.531 0.327
C -2.404 -1.427 1.322
C -3.168 -1.439 2.520
C -3.004 -0.194 3.082
C -2.109 0.517 2.240
N -1.764 -0.273 1.159
C -3.059 -3.790 0.859
C -2.358 -4.574 1.771
C -2.915 -5.725 2.298
C -4.194 -6.093 1.909
Cl -4.900 -7.548 2.561
C -4.918 -5.329 1.013
C -4.341 -4.176 0.493
C 4.028 -0.538 -1.504
C 4.156 0.724 -1.085
N 0.412 1.805 1.066
H -5.229 4.012 4.328
H -4.052 2.795 2.515
H -0.618 2.378 5.010
H -1.798 3.568 6.839
H -0.300 4.316 3.127
H 2.045 4.560 1.880
H 2.609 4.558 -1.229
H 4.319 6.360 -1.308
H 6.765 4.152 1.416
H 5.041 2.366 1.506
H 2.000 -3.179 -3.980
H 3.462 -4.836 -5.113
H 5.871 -5.102 -1.594
H 4.387 -3.470 -0.461
H 1.012 -4.889 -1.730
H -1.578 -4.946 -1.139
H -3.765 -2.255 2.891
H -3.428 0.166 4.006
H -1.360 -4.272 2.066
H -2.369 -6.337 3.003
H -5.917 -5.628 0.729
H -4.904 -3.566 -0.201
H 4.771 -1.142 -1.999
H 5.024 1.358 -1.165
Cl -1.540 2.055 -5.404
C -1.872 0.353 -5.123
Cl -2.168 -0.514 -6.646
Cl -3.277 0.163 -4.051
C -0.712 -0.255 -4.458
N 0.201 -0.697 -3.920
C -2.653 -2.193 -1.115
H -3.264 -2.849 -1.722
H -2.711 -1.142 -1.363
C -2.970 3.667 -2.253
O -1.667 3.101 -2.176
C -0.633 3.694 -2.831
S -0.886 5.061 -3.760
S 0.833 2.873 -2.604
H -3.595 3.013 -1.645
H -3.325 3.695 -3.283
H -2.975 4.682 -1.856
```

=====

(2)
# C49H29N9O5Pb

A structure of composition C49H29N9O5Pb at a distorted geometry (the ωB97M-V functional and the def2-TZVPD basis, the OMol25 dataset).

As for the multiplicity: 1. The calculation puts the HOMO-LUMO gap (alpha / beta) at 2.69 / 2.23 eV. Its HOMO energy (alpha / beta) is -6.132 / -5.802 eV.

```
93
C49H29N9O5Pb | the OMol25 dataset | the ωB97M-V functional and the def2-TZVPD basis
Pb 0.962 -0.074 0.156
C 7.360 -2.328 1.205
C 7.315 -1.678 2.453
C 6.099 -1.322 3.040
C 4.923 -1.599 2.361
C 3.497 -1.218 2.531
N 3.063 -0.568 3.613
C 1.780 -0.176 3.704
C 1.174 0.179 5.021
C 1.654 0.160 6.311
C 0.751 0.543 7.323
C -0.516 1.011 7.061
C -1.002 1.009 5.747
C -0.144 0.526 4.740
C -0.381 0.192 3.346
N -1.636 0.090 2.837
C -1.908 -0.703 1.811
N -1.040 -1.425 1.020
C -1.788 -2.047 0.038
N -1.429 -2.815 -1.006
C -0.145 -2.957 -1.270
N 0.960 -2.364 -0.675
C 2.095 -3.005 -1.086
N 3.320 -2.913 -0.586
C 3.596 -2.292 0.572
N 2.760 -1.707 1.470
C 4.980 -2.204 1.092
C 6.200 -2.590 0.520
C 1.744 -3.937 -2.180
C 2.468 -4.666 -3.115
C 1.807 -5.186 -4.239
C 0.424 -5.183 -4.307
C -0.339 -4.580 -3.274
C 0.319 -3.908 -2.274
C -3.196 -1.665 0.162
C -4.282 -1.751 -0.734
C -5.361 -0.866 -0.576
C -5.482 -0.127 0.595
C -4.404 -0.089 1.502
C -3.273 -0.868 1.294
N 0.798 -0.090 2.723
H 8.307 -2.599 0.769
H 8.247 -1.454 2.976
H 6.060 -0.807 4.022
H 2.656 -0.142 6.577
H 1.046 0.460 8.368
H -1.168 1.394 7.868
H -2.004 1.320 5.485
H 6.151 -3.091 -0.436
H 3.569 -4.785 -3.047
H 2.426 -5.488 -5.108
H -0.094 -5.610 -5.161
H -1.415 -4.541 -3.360
H -4.230 -2.459 -1.537
H -6.096 -0.806 -1.349
H -6.364 0.485 0.777
H -4.385 0.714 2.277
C -4.654 5.755 -2.118
O -4.150 4.448 -1.881
C -3.265 4.301 -0.862
C -3.210 5.104 0.312
C -2.229 4.788 1.229
C -1.271 3.800 1.115
C -0.328 3.520 2.242
C -0.799 4.066 3.551
O 0.674 2.819 2.124
C -1.174 3.100 -0.167
O -0.172 2.423 -0.533
C -2.273 3.308 -1.038
H -5.050 5.779 -3.121
H -3.864 6.518 -2.128
H -5.489 5.919 -1.429
H -3.881 5.959 0.403
H -2.231 5.311 2.211
H -0.678 5.173 3.615
H -0.248 3.558 4.383
H -1.876 3.887 3.727
H -2.275 2.779 -1.972
O -2.212 0.852 -3.107
C -1.068 0.462 -3.374
N -0.067 0.097 -2.536
C 1.120 -0.028 -3.183
O 2.244 -0.138 -2.631
C 0.806 -0.024 -4.665
C 1.545 -0.357 -5.760
C 0.896 -0.450 -6.986
C -0.427 -0.046 -7.103
C -1.182 0.352 -5.981
C -0.548 0.340 -4.763
H 2.632 -0.560 -5.658
H 1.432 -0.790 -7.841
H -0.924 -0.092 -8.043
H -2.233 0.666 -6.080
```

=====

(3)
# C49H30N11OS5Ti

A structure of composition C49H30N11OS5Ti at a distorted geometry (the ωB97M-V functional and the def2-TZVPD basis, the OMol25 dataset).

As for the multiplicity: 2. The calculation puts the HOMO-LUMO gap (alpha / beta) at 4.95 / 4.97 eV. As for the energy above the lowest of the compared OMol25 structures with the same formula, charge and spin: 0.000 eV. Its HOMO energy (alpha / beta) is -6.681 / -6.717 eV.

```
97
C49H30N11OS5Ti | the OMol25 dataset | the ωB97M-V functional and the def2-TZVPD basis
Ti 0.187 -1.026 0.737
C -0.323 -4.920 -4.633
C 1.064 -5.012 -4.505
C 1.732 -4.372 -3.472
C 0.971 -3.640 -2.577
C 1.335 -2.826 -1.427
N 0.204 -2.298 -0.846
C -0.873 -2.727 -1.592
N -2.133 -2.435 -1.398
C -2.549 -1.832 -0.290
C -3.890 -1.341 -0.096
C -5.007 -1.274 -0.924
C -6.138 -0.658 -0.430
C -6.173 -0.127 0.868
C -5.074 -0.201 1.698
C -3.926 -0.809 1.200
C -2.620 -1.035 1.762
N -2.332 -0.829 3.040
C -1.118 -1.003 3.500
N 0.025 -1.144 2.756
C 1.087 -1.144 3.637
N 2.364 -1.105 3.343
C 2.800 -1.259 2.105
N 2.044 -1.689 1.041
C 2.897 -1.927 -0.001
N 2.581 -2.591 -1.105
C 4.230 -1.493 0.345
C 5.399 -1.354 -0.396
C 6.488 -0.779 0.230
C 6.431 -0.376 1.572
C 5.281 -0.530 2.320
C 4.170 -1.080 1.689
C 0.596 -1.082 5.002
C 1.243 -1.109 6.228
C 0.459 -1.015 7.366
C -0.930 -0.891 7.281
C -1.578 -0.874 6.057
C -0.795 -0.974 4.917
N -1.796 -1.616 0.832
C -0.417 -3.560 -2.696
C -1.085 -4.201 -3.725
H -0.813 -5.420 -5.458
H 1.630 -5.579 -5.233
H 2.806 -4.430 -3.359
H -4.976 -1.688 -1.924
H -7.023 -0.582 -1.050
H -7.086 0.333 1.225
H -5.088 0.207 2.701
H 5.428 -1.666 -1.431
H 7.405 -0.625 -0.324
H 7.307 0.070 2.026
H 5.219 -0.218 3.354
H 2.319 -1.200 6.281
H 0.927 -1.040 8.342
H -1.507 -0.812 8.194
H -2.654 -0.789 5.981
H -2.160 -4.127 -3.820
C 1.996 4.172 -3.027
S 0.452 3.535 -2.304
C 0.225 2.102 -3.291
C 0.730 0.877 -2.982
S 1.722 0.497 -1.646
S 0.293 -0.393 -4.128
C -0.679 0.568 -5.204
S -1.495 -0.052 -6.481
S -0.715 2.244 -4.766
H 2.338 4.977 -2.379
H 1.808 4.552 -4.028
H 2.728 3.369 -3.051
N 4.044 2.896 -0.614
C 3.581 3.567 0.464
O 4.122 4.543 0.950
C 2.304 3.003 1.021
C 1.312 3.846 1.488
C 0.145 3.282 1.980
C 0.011 1.908 1.965
N 0.960 1.081 1.510
C 2.089 1.631 1.066
H 4.899 3.201 -1.047
H 3.496 2.164 -1.056
H 1.466 4.917 1.468
H -0.654 3.899 2.366
H -0.889 1.440 2.350
H 2.889 0.958 0.792
N -0.850 0.502 -0.287
C -1.691 1.057 -0.844
C -2.723 1.743 -1.535
C -3.358 2.829 -0.925
C -4.391 3.466 -1.585
C -4.788 3.037 -2.845
C -4.164 1.953 -3.443
C -3.137 1.296 -2.792
H -3.033 3.156 0.055
H -4.890 4.305 -1.119
H -5.586 3.554 -3.361
H -4.475 1.610 -4.421
H -2.662 0.432 -3.237
```

=====

(4)
# C49H33NO10

A cluster of 4 separate species, C49H33NO10 in total at a distorted geometry (the ωB97M-V functional and the def2-TZVPD basis, the OMol25 dataset).

As for the multiplicity: 1. The calculation puts the HOMO-LUMO gap at 8.44 eV. As for the energy above the lowest of the compared OMol25 structures with the same formula, charge and spin: 0.000 eV. Its HOMO energy is -9.676 eV.

```
93
C49H33NO10 | the OMol25 dataset | the ωB97M-V functional and the def2-TZVPD basis
C -2.685 4.552 -4.159
C -2.226 5.448 -5.448
C -0.661 5.718 -5.255
O 0.008 6.237 -6.465
C 1.324 5.646 -6.411
C 2.249 5.945 -5.354
N 2.088 6.846 -4.195
C 3.511 5.032 -5.700
O 4.479 5.001 -4.912
O 3.332 4.301 -6.904
C 1.990 4.584 -7.393
O 1.560 4.060 -8.437
H -2.675 3.438 -4.409
H -3.650 4.924 -3.682
H -1.862 4.697 -3.355
H -2.864 6.394 -5.453
H -2.449 4.795 -6.371
H -0.477 6.452 -4.390
H -0.180 4.685 -5.054
H 2.220 6.315 -3.311
H 2.809 7.589 -4.262
C 2.684 0.809 -6.563
C 3.674 0.281 -7.389
C 4.740 -0.421 -6.837
C 4.825 -0.588 -5.454
C 3.846 -0.038 -4.626
C 2.769 0.651 -5.184
C 3.950 -0.165 -3.155
O 3.092 0.312 -2.429
C 5.115 -0.872 -2.576
C 5.256 -0.949 -1.190
C 6.340 -1.623 -0.637
C 7.282 -2.229 -1.466
C 7.147 -2.149 -2.848
C 6.068 -1.462 -3.406
C 5.954 -1.352 -4.878
O 6.779 -1.879 -5.604
H 1.848 1.349 -6.995
H 3.614 0.416 -8.464
H 5.505 -0.835 -7.486
H 1.997 1.069 -4.546
H 4.525 -0.482 -0.538
H 6.451 -1.678 0.441
H 8.124 -2.761 -1.035
H 7.887 -2.620 -3.489
C 1.691 -2.393 7.674
C 0.478 -1.716 7.566
C -0.035 -1.403 6.313
C 0.670 -1.755 5.162
C 1.896 -2.411 5.270
C 2.401 -2.739 6.529
C 2.678 -2.746 4.058
O 3.749 -3.322 4.152
C 2.144 -2.363 2.732
C 2.896 -2.621 1.585
C 2.397 -2.276 0.333
C 1.142 -1.682 0.221
C 0.392 -1.418 1.362
C 0.896 -1.750 2.621
C 0.106 -1.433 3.832
O -0.991 -0.908 3.736
H 2.087 -2.645 8.652
H -0.068 -1.435 8.461
H -0.984 -0.880 6.235
H 3.348 -3.262 6.620
H 3.873 -3.086 1.664
H 2.985 -2.473 -0.557
H 0.750 -1.420 -0.756
H -0.583 -0.951 1.269
C -5.515 -0.438 1.433
C -4.299 -0.884 1.946
C -4.259 -1.549 3.166
C -5.437 -1.759 3.884
C -6.652 -1.291 3.383
C -6.690 -0.639 2.149
C -7.901 -1.464 4.158
O -8.963 -1.058 3.719
C -7.839 -2.129 5.479
C -8.998 -2.248 6.248
C -8.951 -2.884 7.484
C -7.750 -3.411 7.953
C -6.592 -3.289 7.194
C -6.632 -2.639 5.959
C -5.387 -2.484 5.174
O -4.334 -2.941 5.587
H -5.547 0.073 0.476
H -3.381 -0.715 1.392
H -3.309 -1.899 3.557
H -7.634 -0.284 1.747
H -9.938 -1.843 5.887
H -9.853 -2.971 8.082
H -7.716 -3.913 8.915
H -5.658 -3.697 7.567
```

=====

(5)
# C49H34F5MoN2P2SSe4Te

A structure of composition C49H34F5MoN2P2SSe4Te (the ωB97M-V functional and the def2-TZVPD basis, the OMol25 dataset).

As for the multiplicity: 3. The calculation puts the HOMO-LUMO gap (alpha / beta) at 4.92 / 4.07 eV. As for the energy above the lowest of the compared OMol25 structures with the same formula, charge and spin: 1.776 eV. The charge is -1. Its HOMO energy (alpha / beta) is -3.767 / -3.768 eV.

```
99
C49H34F5MoN2P2SSe4Te | the OMol25 dataset | the ωB97M-V functional and the def2-TZVPD basis
Mo 1.481 1.288 1.127
Se 0.081 3.625 4.815
Se 2.160 3.314 5.812
Se 3.220 1.554 4.636
Se 3.271 2.451 2.480
F 6.060 -3.446 2.774
C 5.390 -2.542 2.055
C 4.150 -2.091 2.481
F 3.608 -2.560 3.599
C 3.498 -1.154 1.707
F 2.270 -0.735 2.125
C 4.002 -0.632 0.530
S 3.139 0.552 -0.436
C 5.245 -1.113 0.127
F 5.809 -0.674 -1.000
C 5.934 -2.051 0.877
F 7.130 -2.485 0.472
Te -2.307 -1.386 -1.809
C -3.540 -2.868 -0.955
C -4.282 -3.730 -1.753
C -5.060 -4.706 -1.149
N -5.145 -4.888 0.165
C -4.424 -4.060 0.919
C -3.623 -3.048 0.420
C -0.886 -1.370 -0.325
P -0.662 -0.003 0.714
C -0.590 -0.570 2.442
C -0.078 0.325 3.374
C 0.050 -0.027 4.712
C -0.323 -1.302 5.099
C -0.813 -2.215 4.170
C -0.946 -1.857 2.839
C -2.113 1.075 0.676
C -3.203 0.847 1.511
C -4.340 1.630 1.396
C -4.399 2.640 0.447
C -3.318 2.868 -0.393
C -2.182 2.084 -0.278
P 0.625 -2.270 -0.511
C -0.035 -3.959 -0.747
C -0.401 -4.493 -1.977
C -1.049 -5.718 -2.054
C -1.345 -6.425 -0.898
C -0.967 -5.911 0.335
C -0.312 -4.693 0.405
C 1.309 -1.918 -2.168
C 0.998 -0.747 -2.849
C 1.599 -0.444 -4.060
C 2.547 -1.299 -4.600
C 2.889 -2.459 -3.916
C 2.274 -2.763 -2.714
H -4.247 -3.668 -2.833
H -5.637 -5.388 -1.766
H -4.490 -4.211 1.992
H -3.051 -2.420 1.092
H 0.166 1.381 3.118
H 0.415 0.705 5.419
H -0.228 -1.594 6.138
H -1.094 -3.211 4.490
H -1.310 -2.553 2.094
H -3.155 0.071 2.265
H -5.181 1.454 2.053
H -5.289 3.250 0.362
H -3.357 3.655 -1.135
H -1.344 2.255 -0.944
H -0.205 -3.935 -2.886
H -1.341 -6.109 -3.020
H -1.869 -7.370 -0.956
H -1.188 -6.455 1.244
H -0.017 -4.294 1.370
H 0.277 -0.058 -2.418
H 1.328 0.465 -4.578
H 3.019 -1.064 -5.546
H 3.633 -3.131 -4.324
H 2.550 -3.674 -2.192
N 1.037 2.725 0.172
C 0.724 3.771 -0.510
C 0.121 4.937 0.152
C -0.627 4.786 1.315
C -1.149 5.899 1.954
C -0.916 7.165 1.443
C -0.154 7.326 0.291
C 0.362 6.220 -0.355
C 0.937 3.756 -1.975
C 2.054 3.136 -2.528
C 2.236 3.133 -3.901
C 1.297 3.728 -4.732
C 0.176 4.337 -4.189
C -0.001 4.363 -2.815
H -0.794 3.803 1.731
H -1.707 5.775 2.871
H -1.306 8.034 1.957
H 0.049 8.318 -0.093
H 0.967 6.345 -1.243
H 2.798 2.689 -1.885
H 3.113 2.659 -4.320
H 1.439 3.716 -5.805
H -0.562 4.796 -4.834
H -0.872 4.839 -2.387
```

=====

| no. | DFT total energy (eV) |
| --- | --- |
| 1 | -175359.580 |
| 2 | -80178.085 |
| 3 | -147036.536 |
| 4 | -73312.455 |
| 5 | -367881.028 |